No. 1
Computed, not measured: one molecule with the formula C24H26O13 in a non-equilibrium geometry, with ωB97M-V/def2-TZVPD.

Positions of all 63 atoms, in Å:
C: 6.212 -2.532 1.673
O: 6.934 -1.439 1.156
C: 6.236 -0.385 0.634
C: 4.848 -0.313 0.630
C: 4.186 0.799 0.126
C: 2.716 0.834 0.094
C: 2.036 1.938 0.475
O: 0.712 2.089 0.432
C: -0.036 1.093 -0.101
C: -1.403 1.317 -0.216
C: -2.193 0.358 -0.820
O: -3.531 0.496 -1.071
C: -4.246 1.538 -0.482
O: -4.342 1.419 0.913
C: -4.911 0.182 1.334
C: -4.856 0.130 2.865
O: -5.095 -1.156 3.354
C: -6.352 0.068 0.812
O: -6.899 -1.174 1.184
C: -6.362 0.224 -0.719
O: -7.682 0.196 -1.199
C: -5.651 1.530 -1.107
O: -6.388 2.645 -0.668
C: -1.654 -0.869 -1.266
O: -2.574 -1.716 -1.804
C: -2.153 -2.786 -2.628
C: -0.289 -1.117 -1.095
O: 0.248 -2.290 -1.459
C: 0.538 -0.110 -0.531
C: 1.974 -0.324 -0.401
O: 2.518 -1.390 -0.710
C: 4.915 1.869 -0.375
C: 6.297 1.802 -0.399
O: 7.012 2.836 -0.908
C: 6.972 0.674 0.090
O: 8.348 0.759 -0.002
C: 9.088 -0.424 -0.220
H: 5.608 -2.239 2.537
H: 5.570 -2.987 0.913
H: 6.965 -3.252 1.989
H: 4.264 -1.125 1.027
H: 2.530 2.813 0.874
H: -1.807 2.239 0.163
H: -3.774 2.517 -0.656
H: -4.328 -0.658 0.933
H: -5.579 0.852 3.275
H: -3.855 0.419 3.193
H: -5.879 -1.505 2.905
H: -6.959 0.879 1.256
H: -7.608 -1.373 0.556
H: -5.834 -0.625 -1.168
H: -8.031 1.097 -1.145
H: -5.580 1.605 -2.196
H: -6.162 2.810 0.258
H: -1.653 -3.568 -2.056
H: -3.069 -3.179 -3.067
H: -1.487 -2.439 -3.421
H: 1.226 -2.235 -1.264
H: 4.430 2.738 -0.786
H: 7.948 2.590 -0.855
H: 9.185 -1.011 0.694
H: 10.073 -0.093 -0.551
H: 8.630 -1.040 -0.998

Properties
HOMO-LUMO gap (Eh): 0.300
LUMO level (eV): 0.15
Total charge: 0
Molar mass (g/mol): 522.5
SMILES: COc1cc(-c2coc3cc(O[C@@H]4O[C@@H](CO)[C@H](O)[C@@H](O)[C@H]4O)c(OC)c(O)c3c2=O)cc(O)c1OC
Total energy (Ha): -1908.2300


No. 2
Computed, not measured: C24H26O22Pd2 as an isolated structure in a non-equilibrium geometry, with ωB97M-V/def2-TZVPD.

Positions of all 74 atoms, in Å:
Pd: 2.435 2.808 -1.623
Pd: -0.423 -3.605 2.036
C: 1.394 -1.223 -0.903
C: 0.512 -1.778 0.018
C: -0.382 -0.909 0.823
O: -1.119 -1.384 1.700
C: -0.274 0.469 0.705
C: 0.635 1.091 -0.220
C: 1.349 0.137 -1.211
O: 2.015 0.764 -2.075
O: 0.858 2.296 -0.357
O: 0.584 -2.985 0.309
H: 2.161 -1.871 -1.306
H: -0.822 1.128 1.369
C: -5.202 -4.300 5.116
C: -5.542 -4.739 3.654
O: -4.420 -4.238 2.936
C: -3.471 -3.819 3.751
O: -2.370 -3.518 3.364
O: -3.816 -3.888 5.019
H: -5.258 -5.099 5.850
H: -5.773 -3.451 5.486
H: -6.491 -4.278 3.409
H: -5.516 -5.824 3.654
C: -0.797 4.837 1.234
C: -1.503 4.989 -0.066
O: -1.807 6.362 -0.175
C: -1.461 6.958 1.030
O: -1.564 8.109 1.199
O: -1.213 5.984 1.948
H: 0.281 4.890 1.044
H: -1.075 3.927 1.756
H: -2.420 4.389 0.008
H: -0.982 4.621 -0.945
C: -0.657 0.557 4.620
C: -1.674 1.637 4.941
O: -1.048 2.872 4.581
C: 0.240 2.633 4.359
O: 1.045 3.387 3.904
O: 0.544 1.336 4.625
H: -0.746 -0.056 3.723
H: -0.703 -0.191 5.413
H: -1.927 1.599 5.999
H: -2.619 1.599 4.398
C: -1.503 5.313 -4.359
C: -1.518 4.211 -5.393
O: -0.349 3.437 -5.073
C: -0.031 3.692 -3.815
O: 0.835 3.128 -3.174
O: -0.826 4.607 -3.283
H: -2.505 5.647 -4.101
H: -0.919 6.203 -4.587
H: -1.478 4.532 -6.430
H: -2.368 3.540 -5.254
C: 1.738 -3.279 -3.826
C: 2.396 -2.079 -4.509
O: 2.685 -2.597 -5.804
C: 2.415 -3.895 -5.889
O: 2.516 -4.601 -6.833
O: 2.010 -4.374 -4.661
H: 0.667 -3.168 -3.625
H: 2.175 -3.466 -2.839
H: 3.342 -1.803 -4.040
H: 1.744 -1.213 -4.605
C: 4.173 -3.193 -0.967
C: 4.966 -4.495 -0.707
O: 5.583 -4.236 0.560
C: 5.351 -2.983 0.955
O: 5.736 -2.523 1.986
O: 4.560 -2.341 0.092
H: 3.112 -3.437 -0.889
H: 4.427 -2.777 -1.940
H: 5.755 -4.694 -1.431
H: 4.334 -5.379 -0.663

Properties
Multiplicity: 5
HOMO-LUMO gap (spin up / spin down) (Eh): 0.229 / 0.168
<S²>: 6.046
LUMO level (spin up / spin down) (eV): -8.58 / -10.26
Total charge: +2
Molar mass (g/mol): 879.3
Total energy (Ha): -2840.4276